Record 1
{"formula": "C23H39Cl21O12", "method": "ωB97M-V with the def2-TZVPD basis set", "symbols": ["H", "H", "Cl", "O", "Cl", "C", "H", "H", "H", "H", "H", "Cl", "H", "C", "H", "Cl", "O", "C", "C", "H", "C", "H", "Cl", "O", "C", "O", "O", "Cl", "H", "Cl", "H", "C", "Cl", "Cl", "Cl", "H", "C", "C", "H", "O", "O", "Cl", "O", "Cl", "H", "H", "H", "H", "Cl", "H", "H", "O", "H", "H", "Cl", "H", "H", "C", "H", "Cl", "Cl", "C", "Cl", "C", "H", "H", "C", "Cl", "H", "H", "Cl", "H", "H", "C", "C", "C", "C", "H", "H", "H", "C", "C", "O", "Cl", "H", "C", "H", "C", "C", "H", "O", "Cl", "C", "H", "O"], "xyz": [[5.704, 6.932, -4.187], [-2.765, 4.411, -1.095], [0.958, -4.919, -5.925], [0.793, 5.618, 0.035], [-2.090, -3.421, -3.228], [-1.228, 0.897, -2.774], [-0.817, -0.036, -4.595], [-0.105, 2.868, 1.925], [-2.124, 1.367, -2.350], [-3.524, -6.683, 1.270], [1.960, 3.388, -0.138], [3.020, -1.000, -0.372], [-0.952, -3.215, 5.765], [-4.064, -5.123, 2.637], [2.028, 0.138, 7.425], [-1.457, -5.437, -1.135], [-0.790, 0.796, -0.132], [-0.877, -0.248, -0.732], [1.678, -0.773, 6.935], [-2.393, 2.600, 1.396], [5.908, 6.731, -3.110], [4.072, 2.566, -1.324], [1.894, -2.321, 7.802], [-0.751, -1.445, -0.173], [3.261, 3.076, -1.805], [3.519, 4.513, -1.921], [-2.562, -4.970, 4.944], [2.604, -3.892, 3.132], [0.393, -2.193, 1.313], [-1.003, 1.532, 3.636], [6.100, 7.709, -2.610], [-0.469, -1.477, 1.228], [1.890, -2.963, -2.279], [1.777, 1.776, 2.865], [0.348, 4.112, 3.860], [1.172, 3.197, -1.746], [-2.489, -4.016, -1.711], [-4.834, -0.331, 0.216], [2.602, 6.303, -0.222], [-0.288, 5.170, -1.919], [4.799, 6.176, -2.439], [1.352, -3.120, -8.151], [-2.799, -4.435, 2.714], [0.834, -5.295, 1.323], [2.526, -3.817, 0.836], [1.331, 7.652, -0.544], [-4.718, -7.163, 2.429], [-2.439, -0.322, -4.147], [3.758, -5.798, 1.229], [-4.578, 0.523, 0.831], [-1.350, -1.957, 1.670], [-1.113, -3.632, 3.729], [-0.334, 1.561, -2.670], [-2.247, -3.219, -1.009], [-3.875, -0.344, -1.236], [0.416, -2.748, 4.699], [2.433, -3.105, -6.008], [2.004, 2.873, -1.107], [6.763, 6.054, -3.011], [0.030, -0.424, 6.505], [2.725, -0.268, -3.111], [-3.825, -6.563, 2.320], [-6.548, -0.168, -0.099], [3.054, -1.612, -2.053], [-3.782, 2.589, 0.324], [1.842, 1.794, -0.917], [-2.224, -4.432, 3.919], [-4.526, -1.848, 1.168], [4.074, -1.953, -2.243], [0.134, -4.510, 5.111], [-4.213, -4.435, -1.527], [-1.731, 3.042, -1.120], [1.732, 6.247, -1.617], [-0.324, -3.537, 4.927], [0.197, 2.584, 2.921], [2.399, -4.607, 1.559], [-2.150, 3.795, -0.425], [-1.934, 1.328, -4.823], [-4.632, -4.626, 1.877], [-3.101, -6.970, 3.030], [-0.191, 5.072, -0.728], [4.563, 4.854, -2.655], [5.193, 4.123, -3.382], [0.275, -2.136, -5.660], [-3.366, 3.971, 1.323], [-2.970, 3.206, 0.682], [3.290, 2.647, -2.820], [1.411, -3.263, -6.400], [-1.640, 0.496, -4.164], [-4.539, -4.885, 3.594], [-1.028, -0.318, -2.034], [2.645, -0.896, 5.372], [1.615, 6.560, -0.599], [-0.294, -0.472, 1.598], [-1.020, 4.496, 0.115]], "lowdin_charge": [0.1058, 0.1354, 0.5013, -0.0280, 0.6176, -0.2346, -0.0048, -0.0190, 0.0771, 0.0737, 0.0904, 0.5411, 0.0793, -0.2235, 0.0206, 0.4602, 0.0900, -0.6863, -1.4567, 0.0432, -0.0639, 0.1230, 0.5273, -0.0477, -0.2117, 0.0326, 0.1371, 0.5739, 0.0861, 0.5547, 0.1034, -0.0144, 0.5318, 0.5168, 0.5167, 0.0784, -1.5432, -1.4934, 0.0918, 0.1327, -0.0205, 0.5355, -0.0125, 0.5752, -0.0430, 0.1226, 0.0780, 0.0951, 0.4768, -0.0024, 0.0802, -0.0680, 0.1333, -0.0245, 0.6901, 0.0310, 0.0289, -0.0744, 0.0941, 0.5538, 0.5845, -0.0504, 0.5615, -1.4799, 0.0628, 0.0592, -0.5702, 0.5406, 0.0231, 0.0949, 0.5163, 0.0969, 0.0687, -0.0990, -1.5082, -1.5456, -0.1989, 0.0956, 0.0739, 0.0881, -0.6236, -0.5835, 0.1264, 0.5216, 0.0799, -0.0513, 0.1082, -1.5373, -0.0687, 0.1292, -0.0462, 0.4386, -0.0637, 0.0525, 0.0401], "de_lowest_kj_mol": 0.00, "smiles": "CCOC(=O)OC.CCOC(=O)OC.CCOC(=O)OC.CCOC(=O)OC.ClC(Cl)Cl.ClC(Cl)Cl.ClC(Cl)Cl.ClC(Cl)Cl.ClC(Cl)Cl.ClC(Cl)Cl.ClC(Cl)Cl", "energy_ev": -312024.4253, "homo_energy_ev": -10.88}

Record 2
{"formula": "C13H19AlBrSi", "method": "ωB97M-V with the def2-TZVPD basis set", "symbols": ["H", "H", "C", "C", "H", "C", "H", "C", "H", "H", "C", "H", "C", "H", "H", "Si", "Al", "H", "H", "H", "C", "H", "C", "H", "H", "C", "H", "H", "C", "H", "C", "C", "C", "Br", "H"], "xyz": [[1.377, 0.364, 4.277], [-0.568, -2.200, 3.110], [-1.779, -0.769, -0.886], [1.624, 1.472, -5.193], [3.368, 0.032, 1.326], [1.110, -0.745, -5.595], [0.589, -1.649, -5.902], [-2.067, -0.194, 1.362], [-1.869, -2.360, 0.735], [3.494, -1.194, 2.614], [0.626, 0.592, -5.720], [3.132, -1.684, 0.941], [2.719, 0.679, -4.744], [-0.208, 0.723, 3.579], [3.035, -1.550, -4.763], [1.119, -0.727, 2.029], [0.159, -0.606, -0.233], [-2.298, 1.981, 1.010], [-0.329, 0.889, -6.146], [3.633, 1.047, -4.284], [2.404, -0.693, -4.994], [-1.871, -1.363, -1.787], [0.484, -2.307, 2.822], [-1.972, 1.342, -1.603], [0.573, -3.153, 2.133], [-1.861, 0.671, -0.760], [1.233, 1.579, 2.993], [-2.282, -0.281, 2.436], [-1.814, -1.301, 0.476], [1.560, 2.558, -5.149], [2.955, -0.913, 1.702], [0.858, 0.607, 3.337], [-2.068, 0.992, 0.603], [1.366, -0.936, -2.081], [1.065, -2.533, 3.725]], "nbo_charge": [0.2243, 0.2276, -0.5053, -0.3698, 0.2402, -0.3695, 0.1753, -0.2891, 0.2476, 0.2181, -0.3726, 0.2459, -0.3690, 0.2307, 0.1788, 1.0339, 1.1864, 0.2253, 0.1744, 0.1772, -0.3797, 0.2803, -1.1070, 0.2528, 0.2314, -0.3214, 0.2344, 0.2228, -0.4405, 0.1750, -1.1162, -1.0980, -0.2775, -0.3926, 0.2256], "charge": -1, "energy_ev": -98308.0061, "homo_energy_ev": -2.38}

Record 3
{"formula": "C18H41N3O2S2", "method": "ωB97M-V with the def2-TZVPD basis set", "symbols": ["H", "H", "H", "C", "H", "N", "N", "H", "C", "H", "H", "H", "H", "C", "H", "H", "S", "H", "H", "O", "H", "H", "H", "H", "C", "C", "H", "H", "H", "H", "H", "H", "H", "H", "C", "S", "N", "C", "H", "C", "H", "H", "C", "C", "H", "C", "C", "H", "H", "C", "H", "H", "H", "H", "H", "O", "C", "H", "C", "H", "H", "H", "C", "H", "C", "C"], "xyz": [[6.420, 0.578, 2.093], [-5.222, -1.699, -2.544], [-5.102, 2.055, -1.829], [6.148, -2.568, 3.265], [8.790, 0.495, 2.082], [5.926, -1.417, 2.398], [-0.048, 1.675, -0.034], [-3.046, -0.039, -3.732], [-8.194, 1.452, -3.422], [1.662, 2.406, -0.998], [5.409, -0.772, 0.483], [-0.388, -0.245, 0.812], [0.432, 2.580, 3.264], [-2.277, 0.757, 0.608], [-9.703, 0.257, -2.630], [-7.572, 1.827, -1.365], [-5.938, -1.454, -1.362], [-0.916, 2.944, 1.367], [4.663, -3.649, 1.161], [-5.010, 0.746, -3.555], [8.254, -3.132, 3.132], [-5.944, 2.605, -3.375], [-3.656, 0.043, -2.011], [0.673, 3.415, 0.881], [8.279, -0.473, 2.073], [7.271, -3.536, 2.888], [-0.944, -0.027, -0.842], [-7.697, 1.464, -4.453], [0.183, 0.950, 2.650], [-2.294, 1.138, 1.632], [-2.776, 1.482, -0.041], [6.313, -2.224, 4.291], [2.993, 0.268, -0.886], [3.567, -2.259, 1.299], [-0.858, 0.474, 0.128], [-9.294, 2.900, -3.030], [-9.075, 0.219, -3.458], [5.648, -1.709, 0.997], [6.886, -0.037, 3.647], [-3.657, 0.608, -3.006], [2.745, 1.001, 0.688], [-3.180, 1.635, -2.856], [-8.136, -0.892, -3.191], [0.634, 1.917, 2.418], [4.229, -2.722, -0.272], [0.073, 2.535, 1.137], [2.229, 0.520, -0.144], [-8.069, -0.500, -0.953], [1.795, -0.419, 0.206], [-7.145, 1.163, -2.195], [1.717, 1.791, 2.368], [7.160, -4.464, 3.457], [0.923, 1.031, -1.755], [-9.666, 2.694, -1.711], [8.860, -1.141, 2.710], [-7.921, -1.953, -3.787], [4.458, -2.640, 0.794], [8.312, -0.848, 1.048], [-7.370, -0.390, -1.861], [7.258, -3.802, 1.829], [6.523, -2.132, 0.487], [-2.864, -0.165, 0.594], [1.189, 1.444, -0.775], [5.216, -3.140, 3.321], [-5.725, 1.681, -2.718], [6.850, -0.302, 2.585]], "nbo_charge": [0.1875, 0.1621, 0.1939, -0.2166, 0.2108, -0.4545, -0.4560, 0.2014, -0.1627, 0.1921, 0.1961, 0.1619, 0.2113, -0.6181, 0.3727, 0.2285, -0.0427, 0.1902, 0.2018, -0.5676, 0.2019, 0.1915, 0.1905, 0.1969, -0.6345, -0.6370, 0.1933, 0.2507, 0.2038, 0.2037, 0.2057, 0.1965, 0.2098, 0.2112, -0.2144, -0.0311, -0.6940, -0.2142, 0.1918, -0.2792, 0.2026, 0.1860, 0.7101, -0.6373, 0.2121, -0.2164, -0.6367, 0.2543, 0.2053, -0.2748, 0.2041, 0.2112, 0.1870, 0.1291, 0.2000, -0.4860, -0.6161, 0.2044, -0.4592, 0.2035, 0.1590, 0.2171, -0.2057, 0.1912, -0.0742, -0.2056], "de_lowest_kj_mol": 125.98, "smiles": "COC[C@H]1[C@H](S)NC(=O)[C@H]1S.CCN(CC)CC.CCN(CC)CC", "energy_ev": -49563.4490, "homo_energy_ev": -8.16}

Record 4
{"formula": "C3H3NO2", "method": "ωB97M-V with the def2-TZVPD basis set", "symbols": ["C", "H", "N", "C", "H", "H", "O", "O", "C"], "xyz": [[-0.154, -0.971, 1.146], [-0.690, -1.832, 1.700], [-0.436, -0.976, -0.219], [-0.004, 0.173, -0.828], [-1.439, -1.539, -0.615], [0.658, 0.400, 2.500], [-0.136, 0.802, -1.924], [0.534, 0.833, 0.328], [0.380, 0.252, 1.467]], "nbo_charge": [-0.1379, 0.2230, -0.6194, 0.8365, 0.4484, 0.2298, -0.5985, -0.4593, 0.0774], "de_lowest_kj_mol": 259.25, "smiles": "O=c1[nH]cco1", "energy_ev": -8742.4442, "homo_energy_ev": -8.69}